Here is a molecular structure, C37H43BN12O3SeSiSn from the Open Molecules 2025 dataset. Energies are from the ωB97M-V functional and the def2-TZVPD basis.

Geometry (Å):
Sn 0.120 -0.366 0.564
C -2.968 -1.750 2.014
C -1.862 -1.589 3.003
C -1.903 -1.670 4.397
C -0.614 -1.407 4.807
N 0.151 -1.208 3.722
N -0.619 -1.304 2.610
B 1.609 -0.675 3.622
N 2.349 -1.446 2.499
C 3.457 -2.200 2.625
C 3.617 -2.944 1.480
C 2.535 -2.601 0.660
C 2.162 -3.155 -0.672
N 1.787 -1.692 1.286
N 1.480 0.830 3.250
C 1.670 1.935 3.990
C 0.998 2.983 3.396
C 0.386 2.438 2.264
C -0.545 3.101 1.304
N 0.697 1.143 2.180
N 2.354 -0.890 4.912
C 2.368 -2.012 5.681
C 3.451 -1.940 6.512
C 4.087 -0.723 6.171
C 5.316 -0.124 6.767
N 3.434 -0.110 5.201
H -3.748 -2.397 2.412
H -2.592 -2.194 1.091
H -3.411 -0.786 1.762
H -2.753 -1.898 5.017
H -0.199 -1.346 5.799
H 4.046 -2.163 3.527
H 4.398 -3.653 1.264
H 3.000 -3.086 -1.365
H 1.319 -2.623 -1.110
H 1.902 -4.209 -0.571
H 2.270 1.884 4.881
H 0.946 4.002 3.736
H -0.372 4.176 1.296
H -1.578 2.929 1.611
H -0.411 2.722 0.292
H 1.624 -2.783 5.568
H 3.747 -2.651 7.265
H 5.160 0.119 7.819
H 5.582 0.789 6.237
H 6.155 -0.818 6.711
O 2.853 0.673 0.189
C 3.017 2.067 -0.070
C 2.267 2.368 -1.339
C 2.874 3.006 -2.410
C 2.132 3.230 -3.560
C 0.818 2.796 -3.601
C 0.297 2.166 -2.481
N 0.997 1.960 -1.369
H 3.222 0.479 1.060
H 4.072 2.324 -0.182
H 2.599 2.655 0.753
H 3.908 3.316 -2.345
H 2.578 3.730 -4.411
H 0.202 2.944 -4.478
H -0.730 1.815 -2.471
O -1.741 -0.991 -8.230
N -2.178 -0.674 -7.147
O -3.288 -0.225 -6.944
C -1.282 -0.817 -5.984
C 0.022 -0.573 -6.204
C 0.951 -0.589 -5.117
C 2.312 -0.295 -5.302
C 3.142 -0.274 -4.215
C 2.589 -0.535 -2.951
N 1.322 -0.826 -2.751
C 0.503 -0.872 -3.819
C -0.898 -1.226 -3.611
N -1.267 -1.606 -2.375
C -2.520 -1.955 -2.178
C -3.493 -1.960 -3.183
C -3.136 -1.569 -4.447
C -1.803 -1.182 -4.691
H 0.362 -0.341 -7.204
H 2.683 -0.084 -6.298
H 4.195 -0.051 -4.314
H 3.210 -0.487 -2.061
H -2.782 -2.259 -1.169
H -4.504 -2.272 -2.960
H -3.863 -1.558 -5.243
C -6.162 -0.137 -0.011
Si -5.348 1.293 -0.889
C -5.630 2.901 0.015
C -5.890 1.379 -2.666
Se -3.056 1.029 -0.822
H -7.248 -0.052 -0.098
H -5.909 -0.151 1.050
H -5.867 -1.095 -0.443
H -6.698 3.133 0.019
H -5.109 3.726 -0.471
H -5.296 2.841 1.052
H -6.973 1.518 -2.719
H -5.643 0.462 -3.204
H -5.411 2.212 -3.183

Calculated values
LUMO energy (alpha / beta) = -0.1016 / -0.1611 Ha
max |F| = 0.2 eV/A
2S+1 = 2
ΔE to the lowest compared entry with this formula, charge and spin = 0.0 kcal per mole
charge = +1
HOMO (alpha / beta) = -11.192 / -10.934 eV
expectation value of S² = 0.753
orbital gap (alpha / beta) = 0.3097 / 0.2407 Ha